Formula: C3H4ClNO
Source: the Open Molecules 2025 dataset
Level of theory: ωB97M-V/def2-TZVPD

Last columns: bonded neighbours and bond lengths (Å).
Cartesian coordinates (Å):
1 O 2.91 -0.76 -0.04  C2 1.258
2 C 1.68 -0.52 0.02  O1 1.258, N3 1.424, H7 1.128
3 N 1.13 0.79 -0.04  C2 1.424, C4 1.448, H8 1.105
4 C -0.19 1.40 0.01  N3 1.448, C5 1.336, H9 1.174
5 C -1.40 0.84 -0.03  C4 1.336, Cl6 1.741, H10 1.137
6 Cl -1.91 -0.82 -0.01  C5 1.741
7 H 0.92 -1.23 0.45  C2 1.128
8 H 1.99 1.45 0.18  N3 1.105
9 H 0.09 2.54 0.01  C4 1.174
10 H -2.34 1.44 0.18  C5 1.137

Its HOMO energy is -9.18 eV. For the energy relative to the best compared isomer or geometry (same formula, charge and spin), the calculation gives 35.85 kcal/mol. The value obtained for the HOMO-LUMO gap is 9.681 eV. The value obtained for the total energy is -19234.22018 eV. Its SMILES is O=CN/C=C\Cl.